22
Properties=species:S:1:pos:R:3 method="wB97M-V/def2-TZVPD" energy_ev=-14509.9369 homo_energy_ha=-0.3066 molar_mass_g_mol=162.2 lumo_energy_ha=-0.082
C -1.61029 -0.19652 -0.20249
C -2.35762 1.04433 0.20483
C -1.51635 2.25027 0.22278
C -0.15140 2.26095 -0.27456
C 0.51542 1.05875 -0.44429
C 1.97028 0.81362 -0.50240
C 1.81464 -1.34953 0.50809
C 0.40610 -1.55017 -0.23227
C -0.20930 -0.16389 -0.11374
H -2.00767 -2.47613 -1.85951
H -3.04407 -1.20562 1.10834
H -3.42292 0.98717 0.46116
H -2.00857 3.13404 0.82617
H 0.74043 3.11505 -0.19940
H 3.57767 -0.29345 0.64887
H 1.42939 -1.07517 1.50545
H 2.32366 -2.29585 0.99425
H -0.01969 -2.53120 0.24829
H 0.76380 -1.79762 -1.42577
N -2.58483 -1.10672 -0.80312
N 2.58634 -0.40076 -0.13370
O 2.80500 1.77842 -0.53697